Record 1
Entry from OMol25: the molecule C9H11N at a distorted geometry (ωB97M-V with the def2-TZVPD basis set).

The geometry in XYZ format:
```
21
Properties=species:S:1:pos:R:3:forces:R:3:mulliken_spin:R:1
C 3.368340 0.134946 -0.097491 3.2 1.5 0.1 0.5829
C 2.793410 -1.134319 -0.347069 -5.8 1.2 0.6 0.2090
C 2.499474 1.146076 0.274617 0.5 2.1 0.8 -0.1587
C 1.393578 -1.245097 -0.239329 2.1 -3.5 -0.5 0.0553
C 1.141423 1.036017 0.315245 2.6 4.7 1.1 0.4267
C 0.534023 -0.171298 0.032602 -4.0 -2.9 -0.3 0.4728
C -2.032072 0.122788 -0.041970 1.3 0.7 -0.2 -0.0421
C -3.243664 -0.743179 0.244249 1.5 -0.3 -1.0 0.0105
C -2.134971 1.334422 -0.642090 -0.3 -1.4 0.5 0.1120
N -0.810488 -0.467514 0.410467 0.4 1.8 -1.7 0.2389
H 4.493913 0.391528 -0.064362 -2.0 -0.9 -0.2 0.0163
H 3.307951 -1.972510 -0.432406 2.4 -3.6 -0.7 0.0325
H 3.042522 2.083944 0.593517 -1.2 -0.8 -0.4 -0.0020
H 0.883629 -2.291289 -0.345109 1.2 1.9 0.1 0.0130
H -3.328073 -1.622134 -0.531818 0.4 1.4 1.9 -0.0035
H -3.987367 -0.031458 -0.023149 -1.5 0.0 0.4 0.0020
H -3.145383 -0.972213 1.325536 -0.9 -0.5 -0.7 -0.0102
H -1.407512 1.948104 -1.061281 2.1 0.5 0.0 0.0147
H 0.695092 1.953068 0.657525 -0.9 -0.2 0.0 0.0615
H -3.041513 1.832131 -0.864980 -1.4 -0.4 0.0 0.0013
H -1.022304 -1.332013 0.837302 0.4 -1.3 0.2 -0.0327
```
Positions in Å, forces in eV/Å.

Its spin multiplicity is 3. The calculation puts the LUMO energy (spin up / spin down) at 0.9 / -2.4 eV. As for the total energy: -404.0789 hartree. The calculation puts the orbital gap (spin up / spin down) at 5.245 / 6.109 eV. Its net charge is 0. The energy relative to the best compared isomer or geometry (same formula, charge and spin) comes out at 55.0 kJ/mol.

***

Record 2
Entry from OMol25: the ion C11H16NS with charge +1 at a distorted geometry (ωB97M-V with the def2-TZVPD basis set).

The geometry in XYZ format:
```
29
Properties=species:S:1:pos:R:3:forces:R:3:nbo_charge:R:1
C -0.737372 1.758150 0.371836 -0.8 1.5 2.4 -0.4358
N -1.254623 0.636064 -0.394310 1.8 -0.4 1.9 -0.4118
C -2.653590 0.514908 -0.432288 -4.9 -0.1 -1.9 -0.2587
C -3.015051 -0.894881 -1.035421 0.8 -0.7 0.0 -0.5282
S -1.390903 -1.852063 -1.055133 -0.4 0.7 0.6 0.2646
C -0.689722 -0.647701 0.119573 5.3 -1.1 -2.0 0.0521
C -0.896649 -0.905713 1.551172 0.2 0.8 0.9 -0.7048
C 1.168381 -0.528837 -0.084511 -3.4 1.3 1.1 0.0156
C 1.853845 -0.075930 1.050213 -0.4 -1.9 -0.2 -0.2566
C 3.239575 0.053857 0.959242 -1.8 1.4 2.6 -0.1822
C 3.805949 0.048617 -0.250466 0.2 -1.6 -1.3 -0.1860
C 3.162514 -0.392403 -1.377521 -2.2 1.3 1.8 -0.1607
C 1.788748 -0.552240 -1.304496 0.2 -0.7 0.2 -0.2501
H -1.175418 2.680579 -0.052703 0.5 -0.3 0.3 0.2455
H -1.200318 1.607116 1.433100 0.9 0.7 -1.9 0.2283
H 0.380183 1.769962 0.471176 -1.3 -0.1 -0.5 0.2773
H -0.976112 0.651896 -1.321630 1.3 0.3 -2.4 0.4360
H -3.162067 1.186006 -1.264098 1.3 -0.5 2.3 0.2640
H -3.053731 0.689493 0.576443 -0.1 0.0 -0.5 0.2425
H -3.808689 -1.516535 -0.585698 0.5 0.7 0.4 0.2610
H -3.310814 -0.768588 -2.073634 0.1 0.0 0.0 0.2372
H -1.935716 -1.119449 1.635802 -0.9 -0.3 0.9 0.2297
H -0.602351 -0.012414 2.165453 -0.5 -1.1 -0.4 0.2255
H -0.281524 -1.758067 1.862838 -0.4 0.2 -0.1 0.2784
H 1.298575 -0.053649 1.983155 0.6 0.2 0.0 0.2175
H 3.792626 0.349784 1.853678 -0.1 -0.2 -0.3 0.2342
H 4.808480 0.196331 -0.322686 2.9 0.7 -0.2 0.2213
H 3.599695 -0.338586 -2.294744 1.4 -0.2 -2.4 0.2226
H 1.246076 -0.725716 -2.184332 -0.8 -0.5 -1.1 0.2218
```
Positions in Å, forces in eV/Å.

The calculation puts the LUMO energy at -2.8 eV. As for the total energy: -881.3642 hartree. The calculation puts the orbital gap at 10.098 eV. Its net charge is +1. As for the SMILES: C[N@@H+]1CCS[C@@]1(C)c1ccccc1. The energy relative to the best compared isomer or geometry (same formula, charge and spin) comes out at 136.1 kJ/mol.

***

> Among the records above, which one has the lowest net charge?

C9H11N

***

> Which value of energy relative to the best compared isomer or geometry (same formula, charge and spin) does entry 1 give?

55.0 kJ/mol

***

> Among the records above, which one has the highest net charge?

C11H16NS